Entry from the OMol25 dataset: C28H50BrFIN2O8S as an isolated structure (ωB97M-V/def2-TZVPD).

The geometry in ORCA input format:
```
! wB97M-V def2-TZVPD RIJCOSX def2/J DEFGRID3
* xyz 1 1
C -3.016 -2.174 4.664
C -2.911 -2.574 3.550
C -2.596 -3.197 2.268
C -2.180 -2.172 1.177
C -1.031 -1.302 1.742
C -0.005 -0.788 0.664
C 0.420 -2.079 -0.083
C 1.694 -2.395 -0.834
F 1.931 -1.757 -2.056
O -0.985 -0.077 -0.116
C -0.728 1.038 -0.943
C -0.744 0.442 -2.372
C -2.036 1.927 -0.788
Br -2.708 2.680 -2.500
C -3.233 1.218 -0.139
C -3.983 0.187 -0.984
C 0.603 1.788 -0.617
O 1.554 1.141 -1.454
C 0.655 3.236 -1.159
C 1.555 3.577 -2.375
C 0.913 3.425 -3.772
S 1.783 2.298 -4.873
O 1.245 2.446 -6.174
O 1.874 0.978 -4.331
O 3.274 2.902 -4.895
N 1.176 1.595 0.817
I 3.282 2.159 0.387
C 0.987 2.680 1.823
C -0.430 3.269 1.889
C -1.525 2.361 2.395
O -0.911 3.512 3.141
C 1.100 0.139 1.397
C 2.437 -0.592 1.504
N 3.434 -0.111 2.450
O 0.541 0.323 2.669
C 1.052 -0.159 3.894
C -0.060 -0.054 4.955
C 0.063 1.218 5.807
H -3.060 -1.865 5.676
H -3.521 -3.655 1.907
H -1.878 -4.010 2.361
H -3.086 -1.595 1.012
H -2.000 -2.771 0.289
H -0.531 -1.891 2.512
H -1.560 -0.454 2.152
H -0.365 -2.263 -0.815
H 0.310 -2.934 0.587
H 2.630 -2.412 -0.280
H 1.599 -3.448 -1.117
H -0.375 1.093 -3.146
H -1.710 -0.004 -2.575
H -0.065 -0.412 -2.350
H -1.863 2.841 -0.232
H -3.960 2.014 0.054
H -3.006 0.820 0.846
H -3.358 -0.651 -1.283
H -4.534 0.619 -1.812
H -4.734 -0.257 -0.325
H 1.569 0.178 -1.334
H -0.324 3.596 -1.472
H 0.925 3.975 -0.405
H 2.564 3.178 -2.347
H 1.708 4.655 -2.297
H -0.143 3.164 -3.745
H 0.969 4.367 -4.315
H 3.713 2.492 -4.130
H 1.338 2.521 2.835
H 1.496 3.605 1.564
H -0.711 3.961 1.116
H -2.547 2.655 2.191
H -1.360 1.682 3.217
H 2.938 -0.741 0.554
H 2.179 -1.609 1.811
H 4.343 -0.009 2.025
H 3.512 -0.678 3.280
H 1.411 -1.192 3.919
H 1.872 0.463 4.254
H -1.003 -0.116 4.410
H -0.035 -0.931 5.598
H -0.889 1.606 6.160
H 0.655 0.973 6.689
H 0.620 1.991 5.277
C -0.147 -4.070 -5.270
C 0.427 -4.647 -4.002
O -0.258 -4.806 -3.014
C 1.888 -5.018 -4.009
H -1.202 -3.851 -5.123
H 0.373 -3.145 -5.528
H -0.046 -4.786 -6.086
H 2.497 -4.134 -4.210
H 2.079 -5.777 -4.768
H 2.160 -5.420 -3.035
*
```

Output
**Electronic energy**: -140887.81548 eV